Record 1
{"formula": "C3H9O4S", "method": "ωB97M-V/def2-TZVPD", "species": ["C", "C", "C", "O", "O", "O", "O", "S", "H", "H", "H", "H", "H", "H", "H", "H", "H"], "coordinates": [[0.38920, 2.45487, 0.59688], [1.54569, -1.31745, -0.39247], [-2.48134, -1.07323, 0.31973], [2.22940, -0.43614, -1.20023], [-0.58661, 1.52123, 0.13673], [0.35874, -0.69745, 0.09665], [-1.85479, -0.34936, -0.79926], [-0.46849, 0.33933, -0.84658], [0.32993, 2.84825, 1.56768], [0.45706, 3.25984, -0.04419], [1.27690, 1.81000, 0.60930], [1.32260, -2.23471, -0.80302], [2.07921, -1.57560, 0.51675], [3.13312, -0.85925, -1.27058], [-2.27448, -0.47284, 1.12023], [-1.96838, -1.97788, 0.40004], [-3.48778, -1.23962, -0.00767]], "lowdin_charge": [-0.008, -0.292, 0.038, -0.015, -0.316, -0.245, -0.322, 1.191, 0.097, 0.083, 0.102, 0.115, 0.147, 0.158, 0.070, 0.081, 0.116], "fmax_ev_per_a": 3.727, "total_charge": 1, "total_energy_ev": -22272.11510, "multiplicity": 1}

=====

Record 2
{"formula": "C3H9OP", "method": "ωB97M-V/def2-TZVPD", "species": ["C", "P", "C", "C", "H", "H", "H", "H", "H", "H", "H", "O", "H", "H"], "coordinates": [[-1.08818, 0.68174, 1.25858], [-0.74722, 0.14196, -0.30780], [0.17515, 0.87267, -1.46727], [-0.83227, -1.64419, -0.47189], [-2.11947, 0.49948, 1.37298], [-0.68268, 1.60576, 1.15653], [0.60277, 0.35313, -2.29002], [0.37875, 1.99904, -1.16198], [-0.03939, -1.85049, 0.30946], [-1.83037, -2.03727, -0.06839], [-0.62239, -2.02781, -1.44942], [2.25177, 0.13522, 0.80278], [2.30489, 0.20680, 1.75789], [2.24865, 1.06396, 0.55856]], "lowdin_charge": [-0.268, 0.724, -0.280, -0.246, -0.037, -0.074, -0.017, 0.052, 0.062, 0.073, 0.028, -0.078, 0.037, 0.024], "fmax_ev_per_a": 3.648, "total_energy_ev": -14589.70298, "multiplicity": 1}

=====

Across the entries above, energy relative to the best compared isomer or geometry (same formula, charge and spin) takes the values 21.4; 374.8 kJ/mol, respectively.
Across the entries above, HOMO-LUMO gap takes the values 11.601; 8.193 eV, respectively.
Across the entries above, HOMO level takes the values -15.1; -7.7 eV, respectively.